Computed, not measured: the molecule C18H22F3NO6, with the ωB97M-V functional and the def2-TZVPD basis.

Geometry as XYZ:
```
50
Properties=species:S:1:pos:R:3:forces:R:3
C 0.76626 6.01983 0.72033 -0.116 -0.194 -0.366
C -0.10793 5.82493 -0.51014 -0.239 0.275 0.461
H -0.12145 6.72190 -1.13233 -0.032 -0.136 0.047
H -1.12786 5.55753 -0.21573 0.153 0.106 -0.124
O 0.41613 4.79582 -1.35415 0.226 -0.141 -0.279
C 0.06353 3.54313 -1.05992 -0.277 -0.279 0.255
O -0.72021 3.23841 -0.18529 0.058 0.206 -0.215
C 0.74751 2.57932 -1.91456 0.706 0.518 -0.676
C 1.72698 2.73553 -2.86698 -0.685 0.056 0.672
C 2.05860 1.44124 -3.30165 -0.328 -0.545 0.259
C 1.26638 0.58120 -2.58300 0.606 0.189 -0.606
O 0.46903 1.26270 -1.75572 -0.337 -0.038 0.249
C 1.19473 -0.91148 -2.58925 0.044 -0.205 0.088
N 0.12043 -1.41739 -1.77168 -0.075 0.313 -0.439
C 0.36301 -2.22360 -0.71039 -0.550 -0.007 -0.056
O 1.46808 -2.64938 -0.45228 0.310 -0.169 0.198
C -0.88215 -2.65748 0.05322 0.475 -0.253 0.096
C -1.25542 -4.05973 -0.44997 -0.281 0.096 -0.004
C -2.42189 -4.64259 0.33985 0.248 -0.185 0.030
C -2.07136 -4.71296 1.82205 -0.259 0.231 -0.088
C -1.73769 -3.32179 2.34518 0.242 -0.201 0.060
H -1.46354 -3.36039 3.39972 -0.050 0.083 -0.019
H -2.61544 -2.67738 2.25117 -0.064 0.050 0.050
C -0.57865 -2.70586 1.55312 -0.173 0.101 0.000
C -0.26216 -1.34808 2.13598 0.002 0.014 0.171
O -0.19734 -1.10140 3.30779 0.021 -0.100 0.078
O -0.09435 -0.40611 1.17829 0.086 -0.113 -0.184
C 0.20101 0.90403 1.61271 0.079 0.533 0.297
C 1.70096 1.17381 1.55056 -0.014 0.047 0.007
F 2.22351 0.95978 0.33732 -0.027 -0.171 -0.284
F 1.95435 2.46097 1.84892 -0.247 0.232 0.095
F 2.40690 0.43302 2.40672 -0.039 -0.284 0.201
H -0.11956 1.03923 2.65351 0.106 0.044 -0.270
H -0.30955 1.60896 0.94553 0.209 -0.270 0.218
H 0.32125 -3.31739 1.69510 -0.052 0.067 -0.018
H -2.90901 -5.12596 2.38649 0.043 -0.062 0.043
H -1.21257 -5.37210 1.96146 0.042 -0.086 0.046
H -2.65544 -5.63934 -0.03828 -0.080 0.015 -0.043
H -3.30669 -4.01639 0.20391 -0.098 -0.001 -0.022
H -0.38314 -4.70800 -0.34515 0.059 -0.012 -0.038
H -1.50817 -4.00640 -1.51137 0.071 -0.022 -0.027
H -1.70862 -1.96623 -0.13327 -0.001 0.013 -0.024
H -0.77923 -0.97469 -1.86688 0.012 -0.117 0.156
H 1.09246 -1.26819 -3.62287 0.098 0.092 0.147
H 2.11894 -1.33030 -2.17112 -0.156 0.082 -0.143
H 2.78898 1.17242 -4.03623 0.155 -0.124 -0.161
H 2.14409 3.66492 -3.19443 0.066 0.231 -0.020
H 0.36652 6.82740 1.32655 -0.026 0.098 0.090
H 0.78722 5.10880 1.31359 -0.010 -0.038 0.079
H 1.78255 6.26574 0.42355 0.098 0.060 0.014
```
Forces are in eV/Å.

Calculated values
strongest force on any atom = 1.11 eV Å⁻¹
relative energy (zero: lowest compared OMol25 entry of this formula, charge and spin) = 9.0 kJ/mol
orbital gap = 9.6 eV
multiplicity = 1
SMILES = CCOC(=O)c1ccc(CNC(=O)[C@H]2CCCC[C@@H]2C(=O)OCC(F)(F)F)o1

***

Computed, not measured: a structure of composition C4H5LiO2Rh, with the ωB97M-V functional and the def2-TZVPD basis.

Geometry as XYZ:
```
13
Properties=species:S:1:pos:R:3:forces:R:3
H -0.20172 0.91114 -1.86103 -0.645 -0.044 -0.407
C -0.71283 -1.46743 0.78640 -2.967 0.855 -1.072
C -1.11229 -2.86905 0.41234 1.199 -1.260 0.072
C -1.88048 -2.72028 -0.90582 -0.950 0.537 -0.805
C -1.72914 -1.27312 -1.30438 -0.216 -1.966 1.163
O -1.36481 -0.61991 -0.07395 1.961 0.391 1.493
O -0.19368 -1.00353 1.77437 0.515 -0.285 0.242
Li -0.91466 1.34370 -0.17957 0.074 0.397 0.035
Rh -1.47015 0.04046 -2.78417 0.624 1.103 -1.308
H -1.67574 -3.32125 1.23702 0.125 0.155 0.003
H -0.18248 -3.44506 0.29194 -0.152 0.001 0.161
H -2.95536 -2.93960 -0.77430 0.300 -0.043 0.152
H -1.52740 -3.41891 -1.67755 0.132 0.160 0.270
```
Forces are in eV/Å.

Calculated values
strongest force on any atom = 3.27 eV Å⁻¹
relative energy (zero: lowest compared OMol25 entry of this formula, charge and spin) = 212.4 kJ/mol
orbital gap (spin up / spin down) = 7.6 / 5.6 eV
charge = +2
multiplicity = 6